Molecular formula: C20H30IN5O3SSn
Method: DFT, ωB97M-V/def2-TZVPD

```
61
Properties=species:S:1:pos:R:3:lowdin_charge:R:1
C 1.973 0.772 3.460 -0.147
C 0.674 -2.432 -2.547 -0.201
C 3.830 1.789 4.606 -0.088
C 2.864 1.829 3.614 -0.033
H -4.464 2.733 -1.585 0.087
H 2.225 -3.833 -0.613 0.117
C 3.915 0.692 5.456 -0.099
H -0.214 -3.186 -0.865 0.092
H -1.315 -1.747 -2.910 0.110
C 0.229 4.130 0.527 -0.036
H -4.607 -4.570 -0.737 0.048
C -0.301 -1.369 -3.053 -0.183
H 0.464 -3.365 -3.087 0.124
N 0.773 1.873 1.720 0.043
H 4.521 2.614 4.718 0.098
H 3.455 -1.912 -1.306 0.070
C -4.763 -3.696 -0.113 -0.559
O -2.480 0.893 -0.880 -0.285
I -6.866 -3.368 -0.019 0.794
H 2.667 -0.453 -2.743 0.062
H -3.330 3.468 -2.721 0.075
H -0.141 -1.221 -4.130 0.121
C 2.826 -1.790 -0.423 -0.426
C -1.487 3.030 -0.896 -0.047
C -0.485 2.871 0.114 -0.325
C -3.883 -2.580 -0.645 -0.652
C 1.748 -2.881 -0.336 -0.272
C -2.447 2.112 -1.275 -0.490
N -0.189 1.741 0.705 -0.099
H 4.670 0.662 6.231 0.097
H -3.803 1.759 -2.894 0.080
H -1.101 0.398 -2.428 0.077
H -0.021 4.940 -0.153 0.070
C 0.933 0.771 2.384 -0.546
C -3.569 2.553 -2.183 -0.023
C 0.870 0.799 -2.691 -0.258
H 0.632 1.777 -2.267 0.104
N -4.378 -1.341 -0.752 0.167
H -3.751 -0.563 -0.966 0.065
C 2.243 0.369 -2.173 -0.429
O 0.294 -0.333 2.180 -0.289
O -2.727 -2.873 -0.925 -0.033
C 2.062 -0.325 4.310 -0.030
H 1.699 -2.168 -2.797 0.093
H -1.578 4.024 -1.309 0.093
Sn -0.784 -0.403 0.228 1.385
H 1.306 3.972 0.555 0.075
N -0.221 -0.095 -2.327 -0.145
C 3.027 -0.363 5.307 -0.088
H 1.427 -2.967 0.705 0.114
H 2.918 1.216 -2.300 0.076
H 2.787 2.676 2.946 0.105
H 1.365 -1.140 4.177 0.109
H -5.315 -1.147 -0.443 0.027
N 0.561 -2.582 -1.109 -0.147
S 2.253 -0.064 -0.412 0.913
H 0.946 0.925 -3.781 0.122
H -0.061 4.407 1.541 0.090
H 3.486 -1.885 0.439 0.075
H 3.085 -1.219 5.967 0.098
H -4.446 -3.924 0.901 0.054
```

**Energy above the lowest of the compared OMol25 structures with the same formula, charge and spin**: 0.000 eV
**Gap between HOMO and LUMO**: 7.572 eV
**LUMO**: 0.4 eV
**E**: -2189.8439 Eh

Molecular formula: C20H30LiNO18
Method: DFT, ωB97M-V/def2-TZVPD

```
70
Properties=species:S:1:pos:R:3:lowdin_charge:R:1
C 48.877 48.432 68.361 -0.564
H 49.660 41.344 68.651 0.113
H 52.934 45.268 65.842 0.079
O 56.110 44.642 68.367 0.071
Li 51.211 44.418 71.827 0.770
H 46.121 46.523 69.852 0.109
C 54.952 47.804 73.639 -0.304
C 48.092 41.449 70.071 -0.235
H 55.761 45.782 73.374 0.146
H 53.971 42.246 66.749 0.110
C 54.090 41.987 67.848 -0.040
H 48.870 42.776 68.533 0.055
H 56.288 47.074 72.014 0.177
O 56.499 44.310 70.570 0.104
O 44.997 41.694 68.465 0.079
H 55.142 48.691 72.975 0.185
H 53.206 44.677 64.277 0.063
H 53.180 42.500 68.341 0.102
H 54.018 40.860 68.164 0.131
C 55.520 46.669 72.774 -0.089
H 47.158 42.453 71.877 0.142
C 55.430 42.463 67.909 -0.316
O 54.412 46.253 72.009 0.109
O 46.960 40.885 69.429 0.117
C 55.389 47.570 75.011 -0.031
O 51.352 44.608 68.156 0.016
C 55.629 43.857 67.341 -0.123
O 55.783 42.714 69.311 0.137
C 47.369 42.625 70.812 -0.032
H 54.814 46.643 75.591 0.173
O 50.599 45.246 69.991 -0.062
O 48.831 45.049 62.294 0.143
H 56.408 43.985 66.485 0.166
O 49.267 45.715 64.445 0.079
C 46.972 46.895 70.541 -0.020
N 51.444 44.657 69.394 -0.613
C 49.434 45.051 63.341 -0.602
C 46.026 41.778 69.208 -0.553
O 50.454 44.226 63.562 0.054
O 46.187 42.817 69.992 0.087
H 56.423 47.484 75.032 0.072
H 51.304 43.282 65.167 0.156
H 49.633 42.616 69.736 0.027
H 50.234 46.240 66.188 0.153
H 54.880 48.277 75.668 0.086
C 51.082 44.347 64.851 -0.225
H 46.850 48.935 70.410 0.133
O 49.479 48.871 69.422 0.101
H 56.201 41.769 67.766 0.147
C 53.363 46.764 72.547 -0.626
H 48.904 49.456 71.383 0.173
H 47.833 43.520 70.716 0.067
C 47.542 48.244 70.078 -0.341
H 54.615 44.390 67.007 0.156
O 53.547 47.550 73.504 0.151
C 48.874 48.578 70.608 -0.122
O 49.232 48.333 67.158 0.098
O 52.151 43.883 70.094 -0.110
H 49.489 47.754 71.075 0.143
H 48.343 40.735 70.669 0.104
C 52.425 45.181 64.827 -0.026
H 52.214 46.080 64.369 0.052
C 49.062 42.063 69.163 0.017
H 46.358 46.861 71.399 0.049
H 49.504 44.613 66.308 0.092
H 47.623 45.854 70.333 0.138
O 47.697 48.095 68.716 0.137
O 52.238 46.285 72.216 -0.001
C 56.128 43.888 69.487 -0.647
C 49.945 45.266 65.584 -0.086
```

**Energy above the lowest of the compared OMol25 structures with the same formula, charge and spin**: 0.999 eV
**Gap between HOMO and LUMO**: 8.922 eV
**LUMO**: -1.1 eV
**E**: -2196.4385 Eh

Which formula does entry 1 have? C20H30IN5O3SSn

Which of these has the highest gap between HOMO and LUMO? C20H30LiNO18

Which formula does entry 1 have? C20H30IN5O3SSn

The highest energy above the lowest of the compared OMol25 structures with the same formula, charge and spin belongs to which entry? C20H30LiNO18